{"formula": "C4H15O6S2", "method": "wB97M-V/def2-TZVPD", "total_charge": -1, "energy_ev": -38348.842, "homo_energy_ev": -5.2549, "gap_ev": 8.22, "elements": ["H", "C", "H", "H", "O", "H", "H", "H", "H", "O", "H", "S", "H", "H", "C", "C", "O", "H", "S", "O", "H", "O", "O", "H", "C", "H", "H"], "coordinates": [[-0.310, 0.514, 4.382], [1.152, -0.052, 1.098], [2.089, 0.166, 1.482], [0.471, 0.766, 1.196], [-1.673, 2.757, 0.739], [-2.208, 2.270, 0.097], [-1.060, 1.379, 2.925], [0.476, 2.324, -3.212], [-0.836, 2.607, 0.390], [-0.401, 1.267, -0.831], [-1.352, -2.865, -1.003], [0.554, -1.471, 2.111], [2.315, 0.102, -0.817], [0.192, 2.546, -1.712], [0.201, 0.246, -1.264], [1.340, -0.414, -0.392], [1.289, -2.269, -3.338], [1.365, -1.381, -3.061], [-1.238, -1.090, 2.722], [-0.123, -0.317, -2.326], [-2.052, 0.515, 4.138], [0.742, 2.853, -2.464], [-1.112, -3.544, -0.350], [-0.137, -3.454, -0.396], [-1.101, 0.503, 3.616], [0.318, -2.486, -3.305], [1.101, -1.471, -0.425]], "forces_ev_per_a": [[-0.088, -0.101, -0.480], [-0.968, -1.236, -1.293], [1.664, 0.627, 1.164], [-0.351, 0.554, 0.161], [-2.946, 0.874, 1.253], [0.131, 0.028, 0.244], [0.071, -0.789, 0.457], [-0.255, -0.357, -0.063], [2.472, -0.619, -0.955], [0.639, -0.410, 0.575], [-0.264, -0.153, 0.309], [2.788, -0.281, -0.537], [-1.599, -1.869, 0.778], [0.151, -0.333, -0.562], [-0.965, -0.275, 0.156], [-0.644, 2.337, -0.329], [-0.869, -3.049, -0.955], [-0.646, 1.683, 0.649], [-2.115, 1.206, 0.500], [0.517, -0.076, -0.001], [-0.260, 0.343, 0.165], [0.483, 1.072, 0.025], [0.895, 0.504, -0.708], [-0.654, -0.279, 0.348], [-0.090, -0.003, -0.094], [1.682, 0.884, 0.082], [1.223, -0.280, -0.890]]}